{
  "formula": "C31H49F3NO9",
  "method": "wB97M-V/def2-TZVPD",
  "lumo_energy_ev": [-0.3, -0.3],
  "multiplicity": 2,
  "total_energy_ha": -2241.639589,
  "total_charge": 0,
  "symbols": ["C", "C", "O", "C", "O", "C", "C", "C", "C", "C", "C", "C", "F", "C", "F", "F", "C", "C", "C", "C", "N", "O", "C", "C", "C", "C", "H", "H", "H", "H", "H", "H", "H", "H", "H", "H", "H", "H", "H", "H", "H", "H", "H", "H", "H", "H", "H", "H", "H", "H", "H", "H", "H", "H", "H", "H", "H", "O", "C", "O", "C", "C", "C", "H", "H", "H", "H", "H", "H", "O", "C", "O", "C", "C", "C", "H", "H", "H", "H", "H", "H", "O", "C", "O", "C", "C", "C", "H", "H", "H", "H", "H", "H"],
  "xyz": [[-3.127811, 2.946092, -1.602720], [-2.162985, 2.123692, -0.516599], [-2.981288, 1.831319, 0.670311], [-2.671252, 0.484934, 1.227302], [-2.801339, -0.654435, 0.506469], [-2.201605, 0.425921, 2.830513], [-0.930464, -0.631704, 3.065270], [0.282177, -0.015644, 3.968215], [1.788339, -0.105364, 3.245683], [2.852556, 0.214863, 4.434687], [3.301793, 1.770181, 4.635939], [4.757332, 1.920262, 3.824218], [4.868662, 2.458178, 2.433102], [6.070398, 1.464166, 4.435920], [6.382656, 1.651032, 5.873399], [7.076216, 0.808355, 3.519017], [2.142087, -1.650347, 2.728300], [3.342672, -1.738956, 1.628997], [3.104920, -3.164872, 0.787018], [4.865064, -1.905504, 2.280081], [3.422982, -0.616561, 0.631286], [3.932554, -0.984575, -0.555569], [2.158979, 0.196023, 0.516677], [2.554183, 1.501458, -0.454390], [0.904170, -0.541101, -0.232266], [1.745733, 0.902587, 1.976189], [-4.084465, 2.328608, -1.905451], [-2.476193, 3.073217, -2.576833], [-3.400037, 4.029857, -1.241420], [-1.240833, 2.791528, -0.232154], [-1.790393, 1.146249, -1.087934], [-1.996618, 1.491190, 3.282390], [-3.154139, -0.002900, 3.404359], [-0.621296, -1.082910, 2.032705], [-1.408010, -1.532811, 3.685324], [0.036168, 1.140034, 4.135504], [0.245382, -0.550525, 5.012513], [3.854433, -0.423828, 4.399721], [2.331294, -0.114095, 5.457540], [3.563577, 2.052080, 5.765853], [2.569780, 2.569645, 4.169852], [2.485031, -2.236178, 3.685483], [1.219317, -2.219196, 2.289710], [4.139817, -3.460371, 0.270431], [2.928466, -4.004058, 1.605782], [2.254234, -3.091319, -0.008652], [4.881816, -2.722457, 3.149652], [5.227265, -0.858377, 2.714036], [5.587127, -2.197552, 1.387247], [3.631421, 1.860081, -0.084954], [1.840302, 2.430667, -0.248869], [2.641889, 1.217444, -1.585805], [1.035646, -0.488012, -1.396586], [0.653108, -1.623832, 0.172673], [-0.064740, 0.109910, 0.018430], [2.405418, 1.864077, 2.033189], [0.630510, 1.292063, 1.796708], [-9.147735, -0.052330, 0.872814], [-8.015341, -0.501982, 0.812203], [-7.038335, -0.019147, -0.010304], [-5.881996, -0.847766, 0.099470], [-6.012942, -1.538938, 1.431406], [-7.506185, -1.681365, 1.584206], [-5.877995, -1.554494, -0.737002], [-4.980063, -0.231033, 0.046768], [-5.475674, -2.489917, 1.477585], [-5.622743, -0.890882, 2.225624], [-7.877009, -2.599460, 1.120088], [-7.809181, -1.627118, 2.632378], [-0.916856, 0.229069, -2.807822], [-1.151180, -0.834002, -3.358415], [-0.257106, -1.860662, -3.462285], [-0.826528, -2.898767, -4.258449], [-2.315888, -2.686717, -4.182543], [-2.430121, -1.188723, -4.054583], [-0.444754, -2.804469, -5.280467], [-0.532301, -3.873565, -3.858674], [-2.853195, -3.094644, -5.042803], [-2.712944, -3.163806, -3.278250], [-2.453562, -0.697483, -5.031286], [-3.297654, -0.902248, -3.455643], [-0.134602, 0.606095, -6.670403], [0.738437, 1.315268, -6.198113], [1.903518, 1.630328, -6.836478], [2.733176, 2.382701, -5.952520], [1.794873, 2.974544, -4.933586], [0.716176, 1.926195, -4.829742], [3.465298, 1.705842, -5.499725], [3.265274, 3.155678, -6.514658], [2.280522, 3.198626, -3.980128], [1.365352, 3.906122, -5.321773], [0.964441, 1.158592, -4.091525], [-0.257183, 2.372230, -4.612857]],
  "forces_ev_per_a": [[0.966, -0.144, -0.213], [-0.369, 0.410, -2.605], [1.938, -3.696, 1.011], [-0.505, -3.769, -2.598], [1.011, 7.458, 4.409], [-0.860, -0.273, -0.347], [-1.217, -0.638, 0.394], [-0.244, 0.350, -0.470], [-0.576, -0.652, 0.327], [0.185, -0.003, 1.465], [1.718, 0.820, -1.072], [3.926, -0.328, 1.511], [-0.658, -2.321, 3.810], [-2.644, 0.917, -2.233], [-0.807, -1.460, -4.929], [-2.680, 2.715, 3.720], [0.045, 0.519, 0.441], [1.215, -2.610, 0.235], [1.233, -0.224, 0.727], [-0.241, 0.621, -0.007], [-1.463, -1.391, -1.815], [-0.797, 1.121, 2.735], [-0.716, 2.684, -0.936], [0.979, 0.281, 0.972], [-0.752, 0.456, 0.567], [-0.336, -0.143, -1.407], [1.946, 1.253, 0.873], [-1.265, -0.277, 1.885], [0.386, -2.280, -0.521], [-1.802, -1.275, -0.322], [-0.912, 2.127, 1.582], [-0.348, -2.039, -1.250], [2.007, 0.954, -1.321], [-0.429, 1.069, 1.983], [1.152, 1.880, -1.479], [0.719, -2.417, -0.202], [0.336, 1.055, -2.032], [-2.282, 1.354, -0.237], [1.074, 0.683, -2.208], [-0.643, -0.747, -2.555], [1.412, -1.738, 1.110], [-0.613, 0.950, -1.899], [1.614, 1.300, 0.844], [-2.501, 0.774, 0.929], [0.009, 1.695, -1.773], [1.599, -0.200, 1.649], [-0.053, 1.752, -2.039], [-0.727, -2.304, -0.896], [-1.499, 0.580, 2.038], [-2.278, -0.789, -0.878], [1.228, -2.199, -0.640], [-0.382, 0.545, 2.255], [-0.159, -0.465, 2.437], [0.709, 2.181, -1.023], [2.141, -1.357, -0.632], [-1.042, -1.916, 0.304], [2.388, -0.871, 0.488], [1.966, -0.336, -0.360], [-2.108, 0.756, -0.205], [-0.915, 0.059, 0.412], [0.815, 0.107, -0.343], [0.615, -0.469, 0.488], [0.318, -0.114, 0.466], [-0.014, 0.022, 0.040], [-0.401, -0.078, -0.194], [0.014, 0.191, -0.057], [0.005, -0.087, -0.131], [-0.119, 0.092, 0.099], [-0.304, -0.114, -0.303], [0.215, -1.664, -0.621], [0.333, 1.398, 0.422], [-0.236, 1.051, 0.472], [0.185, -0.761, -0.434], [-0.714, -0.571, -0.131], [-0.428, -0.229, 0.104], [-0.012, 0.040, 0.107], [0.171, 0.289, 0.017], [0.149, 0.008, 0.113], [0.068, 0.031, -0.152], [0.043, 0.136, 0.130], [0.216, 0.300, -0.166], [1.490, 0.966, 0.248], [-1.234, -1.290, -0.595], [-0.855, -0.387, -0.095], [0.722, 0.307, 0.042], [0.071, 0.721, 0.554], [-0.002, 0.487, 0.162], [-0.060, 0.031, -0.046], [-0.085, -0.301, -0.100], [0.006, -0.019, -0.164], [0.118, -0.111, 0.061], [-0.222, 0.031, -0.058], [0.053, -0.473, 0.058]]
}